Computed, not measured: a 2-piece molecular cluster, C4H8P2 overall in a non-equilibrium geometry, with the ωB97M-V functional and the def2-TZVPD basis.

The geometry in XYZ format:
```
14
Properties=species:S:1:pos:R:3
C -1.64539 1.48114 0.23536
C 1.30174 -1.56485 0.01157
C -0.63282 2.32736 -0.29270
C -0.10033 -1.94244 -0.31405
P -2.88439 0.84118 0.95691
P 1.72199 -0.47384 1.19495
H 1.94916 -1.96339 -0.67966
H -1.00300 3.39565 -0.12092
H -0.69412 2.06051 -1.30110
H 0.22236 2.08133 0.29530
H -0.38846 -2.84222 0.08383
H -0.37066 -2.05889 -1.35023
H -0.68428 -1.17773 0.04340
H 3.20821 -0.16380 1.23734
```

## Properties
Total charge   0
ΔE to the lowest compared entry with this formula, charge and spin   3.293 eV
HOMO   -9.2 eV
SMILES   [H]/P=C/C.CC#P


Computed, not measured: C7H13F4NNbO4S3 as an isolated structure in a non-equilibrium geometry, with the ωB97M-V functional and the def2-TZVPD basis.

The geometry in XYZ format:
```
33
Properties=species:S:1:pos:R:3
C -3.45975 0.73873 -1.80582
C -3.37769 -0.89440 -1.69092
S -2.00398 -1.55015 -0.60063
C -1.23821 -0.21748 0.46912
Nb 1.00048 -0.68187 0.66995
S 0.66338 -2.39314 -1.19996
C 1.61403 0.87399 -0.87606
C 0.87813 2.33178 -0.73419
O 1.93915 3.32787 -0.36990
O 3.00809 -1.30547 0.99866
C 3.72965 -1.45540 -0.30856
N 4.56904 -1.14912 -1.27606
C 1.25645 0.79235 2.39209
F 2.44534 1.66280 2.08199
F 1.67069 -0.02142 3.58925
F 0.04645 1.63267 2.67112
S 0.31584 -2.53443 2.29866
O -0.54184 -3.62257 1.54184
O -0.64927 -1.99156 3.42373
F 1.70564 -3.26912 2.99104
H -4.06912 1.17343 -0.88635
H -4.04211 1.01190 -2.78358
H -2.38246 1.24784 -1.84815
H -4.42841 -1.33109 -1.34312
H -3.15542 -1.29561 -2.78855
H -1.69786 -0.35615 1.56085
H -1.48203 0.88275 0.15507
H 1.26427 -1.83101 -2.33973
H 1.34033 0.46717 -1.96142
H 2.78351 1.09558 -0.92244
H 0.50446 2.64227 -1.80078
H 0.07512 2.40699 0.11322
H 1.71810 3.61188 0.57964
```

## Properties
Total charge   -1
ΔE to the lowest compared entry with this formula, charge and spin   7.537 eV
HOMO   -5.2 eV


Computed, not measured: C9H9P as an isolated structure in a non-equilibrium geometry, with the ωB97M-V functional and the def2-TZVPD basis.

The geometry in XYZ format:
```
19
Properties=species:S:1:pos:R:3
C -1.90319 1.82981 0.00016
C -2.70120 0.72118 -0.00811
C 0.67308 1.76359 -0.12798
C -0.59692 1.30529 -0.10409
C -0.70512 -0.12614 0.02841
C -1.96475 -0.45905 0.10158
C 3.21217 0.38307 0.02304
C -2.55789 -1.78382 0.21427
C 4.28390 -0.66443 -0.03381
P 1.55269 0.19882 0.17600
H -2.28144 2.76619 -0.21788
H -3.75143 0.74770 -0.01742
H 1.18157 2.66809 -0.28876
H -1.78327 -2.60406 0.56462
H -3.00228 -1.94996 -0.88992
H -3.36125 -1.90107 0.88851
H 4.88117 -0.73003 0.88234
H 5.02218 -0.47276 -0.91170
H 3.80200 -1.69242 -0.27925
```

## Properties
Total charge   0
ΔE to the lowest compared entry with this formula, charge and spin   5.294 eV
HOMO (spin up / spin down)   -8.1 / -8.0 eV


Computed, not measured: C30H63BrCl22GaN2S as an isolated structure in a non-equilibrium geometry, with the ωB97M-V functional and the def2-TZVPD basis.

The geometry in XYZ format:
```
120
Properties=species:S:1:pos:R:3
C 2.47472 1.14237 -3.78450
C 0.96632 1.39949 -4.44886
S -0.26941 0.94852 -3.11299
C -1.22437 2.50452 -2.69540
Ga -3.24050 2.17610 -3.22000
N -4.12228 1.56837 -1.59747
C -3.93906 4.03359 -3.86306
C -5.56570 4.11504 -4.04745
N -6.03748 4.29291 -5.34538
C -3.38910 0.67487 -4.63523
Br -5.05579 0.89472 -5.79140
C -3.23945 -0.85038 -4.05083
C -4.62712 -1.46564 -3.39216
H 2.51990 0.00089 -3.48920
H 2.45511 1.73720 -2.75001
H 3.34357 1.48899 -4.48803
H 0.74616 0.71823 -5.37455
H 0.90634 2.54799 -4.68178
H -0.77973 3.37729 -3.37537
H -1.14671 2.75440 -1.55481
H -3.79510 0.56255 -1.48386
H -3.62908 2.08947 -0.81582
H -3.32303 4.30732 -4.84153
H -3.57557 4.81008 -3.04260
H -6.36264 4.07096 -3.19128
H -5.21194 4.34558 -6.01093
H -2.48721 0.83471 -5.40139
H -2.40118 -0.99700 -3.24754
H -2.92026 -1.52900 -4.97974
H -5.35179 -1.88019 -4.21272
H -5.12705 -0.72679 -2.63239
H -4.27831 -2.40569 -2.74408
Cl -0.74590 -3.98963 -0.59940
C -1.99749 -4.27182 0.63651
C -3.40159 -4.20266 0.05797
Cl -3.84348 -2.55077 -0.44060
H -1.85486 -3.53975 1.43742
H -1.81430 -5.26813 1.04987
H -4.13060 -4.51078 0.81353
H -3.51290 -4.86027 -0.81006
Cl -3.24457 -2.47641 2.97763
C -4.55696 -1.54510 3.74174
C -5.18873 -0.54970 2.78202
Cl -4.08102 0.78237 2.36834
H -4.14939 -1.04817 4.62756
H -5.30694 -2.26954 4.07306
H -6.07056 -0.09589 3.24430
H -5.50294 -1.03136 1.85057
Cl -0.65817 -5.93509 5.22286
C 0.63351 -4.71749 5.07260
C 0.18306 -3.49657 4.28682
Cl -0.08028 -3.86448 2.56407
H 1.50069 -5.19795 4.60906
H 0.91060 -4.42379 6.08947
H 0.95384 -2.72117 4.33052
H -0.74435 -3.07727 4.68984
Cl -3.18169 -2.97818 7.16256
C -3.43583 -1.56506 8.21712
C -4.87377 -1.07307 8.18124
Cl -5.29907 -0.35113 6.60947
H -2.73424 -0.78275 7.91137
H -3.17505 -1.87778 9.23263
H -5.01942 -0.29495 8.93660
H -5.58204 -1.88231 8.38569
Cl 5.33907 2.42903 -6.05353
C 5.16866 1.72781 -7.68228
C 4.03614 2.36911 -8.46787
Cl 2.43689 1.95941 -7.79921
H 5.02347 0.64852 -7.57373
H 6.11920 1.89287 -8.19830
H 4.04915 2.00813 -9.50072
H 4.12630 3.45989 -8.48770
Cl -1.25817 0.10598 4.44429
C 0.03351 1.32358 4.29403
C -0.41694 2.54450 3.50824
Cl -0.68028 2.17659 1.78550
H 0.90069 0.84312 3.83049
H 0.31060 1.61728 5.31090
H 0.35384 3.31991 3.55195
H -1.34435 2.96380 3.91127
Cl 9.59566 6.56022 -5.62291
C 7.95305 6.49034 -4.93697
C 7.00460 5.67411 -5.80024
Cl 6.64571 6.47624 -7.34954
H 7.59626 7.51652 -4.80515
H 8.04310 6.03188 -3.94764
H 6.04942 5.54408 -5.28256
H 7.41111 4.68138 -6.01831
Cl -2.58981 1.64301 6.92857
C -2.93568 2.69209 8.32620
C -1.82873 2.64527 9.36711
Cl -1.74683 1.06877 10.19203
H -3.89895 2.38897 8.74806
H -3.03922 3.71015 7.93905
H -2.01310 3.39756 10.13997
H -0.84878 2.84712 8.92295
Cl 3.39971 -1.01928 2.72585
C 2.49408 -1.45423 1.25472
C 3.40014 -2.00097 0.16332
Cl 4.47504 -0.74970 -0.50859
H 1.94710 -0.56802 0.91833
H 1.76334 -2.21435 1.54678
H 2.79584 -2.37821 -0.66721
H 4.02364 -2.82229 0.53073
Cl 1.89971 -2.40390 -2.92800
C 0.99408 -2.83885 -4.39913
C 1.90014 -3.38558 -5.49052
Cl 2.97504 -2.13432 -6.16243
H 0.44710 -1.95263 -4.73551
H 0.26334 -3.59897 -4.10706
H 1.29584 -3.76282 -6.32106
H 2.52364 -4.20691 -5.12312
Cl 5.28038 -4.42715 3.33974
C 6.21369 -2.91356 3.44712
C 7.70707 -3.16768 3.57458
Cl 8.13487 -3.89250 5.14435
H 5.82906 -2.33691 4.29403
H 6.00911 -2.35066 2.53150
H 8.25253 -2.22179 3.50369
H 8.07218 -3.83086 2.78388
```

## Properties
Total charge   -1
HOMO   -4.1 eV